Record 1
Below is a cluster of 4 separate species, C3H15NO4 in total at a distorted geometry, with properties calculated with wB97M-V/def2-TZVPD.

Positions of all 23 atoms, in Å:
C1 -0.53 0.97 0.18
C2 0.10 2.16 -0.56
C3 0.57 3.23 0.46
O1 -0.86 2.72 -1.46
N1 -1.48 0.14 -0.54
H1 0.22 0.35 0.70
H2 -1.00 1.49 1.03
H3 0.79 1.78 -1.35
H4 -0.31 3.41 1.10
H5 1.50 2.90 0.93
H6 0.65 4.23 0.02
H7 -1.33 3.46 -1.07
H8 -2.39 0.54 -0.37
H9 -1.30 0.12 -1.53
H10 1.26 -3.45 2.40
H11 0.38 -4.29 1.35
O2 0.77 -4.25 2.24
H12 1.75 -2.34 -2.19
H13 1.15 -3.77 -2.05
O3 1.95 -3.28 -2.15
H14 -0.16 -1.45 0.92
H15 -1.30 -2.32 1.19
O4 -0.43 -2.35 0.75

For the orbital gap, the calculation gives 10.12 eV. The value obtained for the HOMO energy is -9.653 eV. As for the SMILES: C[C@H](O)CN.O.O.O.

=====

Record 2
Below is a cluster of 9 separate species, C39H50F4O5 in total at a distorted geometry, with properties calculated with wB97M-V/def2-TZVPD.

Positions of all 98 atoms, in Å:
F1 2.79 3.58 -4.91
C1 3.08 2.42 -4.25
C2 3.87 2.45 -3.09
C3 4.14 1.24 -2.46
C4 3.44 0.12 -2.80
C5 2.44 0.22 -3.79
C6 2.42 1.29 -4.63
H1 4.37 3.37 -2.80
H2 4.79 1.21 -1.63
H3 3.57 -0.76 -2.22
H4 1.74 -0.56 -3.96
H5 1.81 1.36 -5.51
F2 -2.86 -2.86 -2.71
C7 -3.12 -1.58 -2.35
C8 -4.22 -1.30 -1.57
C9 -4.48 -0.01 -1.12
C10 -3.70 1.03 -1.64
C11 -2.55 0.72 -2.40
C12 -2.31 -0.55 -2.81
H6 -4.87 -2.10 -1.29
H7 -5.33 0.12 -0.38
H8 -3.87 2.03 -1.33
H9 -1.93 1.60 -2.66
H10 -1.48 -0.91 -3.42
F3 -1.49 -4.46 2.13
C13 -1.75 -3.14 2.03
C14 -1.29 -2.48 0.90
C15 -1.45 -1.06 0.79
C16 -2.16 -0.42 1.82
C17 -2.53 -1.16 2.98
C18 -2.25 -2.50 3.12
H11 -0.83 -2.99 0.07
H12 -1.09 -0.54 -0.08
H13 -2.56 0.56 1.72
H14 -3.05 -0.63 3.75
H15 -2.56 -3.09 4.01
F4 -7.57 0.97 1.70
C19 -6.46 1.61 2.07
C20 -5.66 1.08 3.10
C21 -4.46 1.79 3.46
C22 -4.19 2.99 2.80
C23 -5.00 3.44 1.79
C24 -6.16 2.80 1.46
H16 -5.91 0.14 3.56
H17 -3.83 1.46 4.29
H18 -3.21 3.46 3.02
H19 -4.76 4.38 1.32
H20 -6.81 3.23 0.68
C25 -0.11 4.73 2.55
C26 0.53 3.61 3.35
O1 -0.04 2.59 3.50
C27 1.89 3.91 3.94
H21 0.60 5.59 2.42
H22 -0.93 5.19 3.10
H23 -0.54 4.30 1.63
H24 2.57 3.93 3.06
H25 2.07 3.13 4.67
H26 1.89 4.90 4.48
C28 2.82 -3.08 0.13
C29 2.80 -4.13 -0.95
O2 3.59 -4.00 -1.81
C30 1.56 -5.07 -1.01
H27 1.96 -2.48 -0.17
H28 3.74 -2.53 0.06
H29 2.59 -3.50 1.13
H30 1.78 -5.82 -1.78
H31 0.74 -4.39 -1.33
H32 1.30 -5.46 0.06
C31 5.24 -0.86 3.17
C32 5.59 0.45 2.52
O3 5.49 0.61 1.31
C33 5.99 1.59 3.46
H33 4.17 -0.99 3.16
H34 5.44 -0.90 4.26
H35 5.84 -1.67 2.66
H36 6.80 2.25 2.98
H37 6.44 1.23 4.39
H38 5.08 2.10 3.79
C34 -1.63 -5.04 -4.84
C35 -0.63 -4.02 -4.53
O4 -0.03 -4.04 -3.42
C36 -0.47 -2.79 -5.33
H39 -1.95 -4.99 -5.92
H40 -2.47 -5.07 -4.15
H41 -1.10 -5.98 -4.76
H42 -0.02 -2.00 -4.75
H43 -1.48 -2.40 -5.62
H44 0.04 -3.02 -6.21
C37 1.77 0.89 1.29
C38 1.56 2.12 0.52
O5 2.25 3.08 0.69
C39 0.43 2.17 -0.54
H45 2.19 1.25 2.22
H46 2.50 0.20 0.74
H47 0.87 0.34 1.51
H48 0.69 3.03 -1.16
H49 -0.55 2.26 -0.12
H50 0.49 1.19 -1.11

For the orbital gap, the calculation gives 9.56 eV. The value obtained for the HOMO energy is -8.997 eV. As for the SMILES: Fc1ccccc1.Fc1ccccc1.Fc1ccccc1.Fc1ccccc1.CC(C)=O.CC(C)=O.CC(C)=O.CC(C)=O.CC(C)=O.

=====

Across the entries above, electronic energy takes the values -478.96526 -2291.64849 a.u., respectively.